1.
Here is C50H46ClN2ORhS2Sb2 as an isolated structure at a distorted geometry from the Open Molecules 2025 dataset. Energies are from wB97M-V/def2-TZVPD.

The geometry in XYZ format:
```
105
Properties=species:S:1:pos:R:3:forces:R:3
C -1.3443 -2.0382 2.8739 0.75 0.40 -0.32
H 3.3018 0.9963 -2.9586 0.05 0.09 -0.03
H 0.0982 3.6570 4.2495 -0.02 -0.06 0.13
C -4.1437 -0.1754 4.5844 -0.16 0.03 -0.01
H -0.7879 -2.3365 3.7685 0.07 0.15 -0.27
N 0.0702 1.4841 2.9543 -0.14 -2.09 0.37
H -0.4817 2.7024 5.6162 -0.02 -0.03 0.01
C 0.3561 2.8517 4.9326 0.23 0.16 -0.28
C 1.4702 1.1535 -1.8603 0.56 0.34 1.02
C 0.5906 1.5863 4.1490 -0.17 0.48 -0.15
C 2.1924 -1.2787 -3.7620 -0.22 0.18 -0.10
C -0.3794 5.3743 0.5760 0.07 0.07 -0.03
H 3.2061 -2.3457 6.6407 0.07 -0.11 0.06
Cl -1.5795 -0.3526 5.3522 -0.07 -0.03 0.38
C -2.3765 -4.5987 -3.9733 -0.17 -0.07 0.00
C 0.3477 1.9163 -1.6098 -0.16 -0.62 0.75
H -4.2727 0.4308 5.4664 -0.01 0.06 0.12
C -2.9070 -0.7203 4.3090 0.07 -0.26 -0.54
H 0.8061 -5.1774 -4.9238 0.09 -0.04 -0.06
H -5.8105 -1.3166 1.8822 -0.07 -0.05 -0.05
C 2.4307 -1.6661 4.7803 0.08 0.01 0.06
H -6.1626 0.0428 3.9163 -0.08 0.03 0.02
C 0.2142 -3.9538 -3.2748 0.25 -0.04 0.03
C 2.6195 -1.7820 -4.9764 -0.07 0.00 -0.08
H -1.5053 6.5879 -0.7826 -0.10 0.05 -0.02
H -2.9636 -3.3381 -2.3531 -0.11 0.06 -0.01
Rh -0.2574 -0.3864 2.0332 -1.10 0.30 -1.57
H 1.2338 -3.7023 -3.0259 0.14 -0.03 0.01
H 2.7234 -2.5480 4.2289 0.04 -0.07 -0.05
H 4.4300 -2.7546 -1.7301 0.05 -0.10 0.07
C -5.1972 -0.3953 3.7141 0.10 0.02 -0.05
H -3.6047 -2.3052 1.4166 0.01 -0.01 -0.01
C -4.9957 -1.1622 2.5743 -0.14 -0.04 -0.02
H -3.3931 -4.8486 -4.2421 -0.08 -0.02 0.00
C 1.7868 5.8937 -1.0935 0.11 0.04 -0.01
C 1.3201 0.5019 4.7701 0.24 -0.51 -0.33
C -0.0252 -4.7887 -4.3537 0.09 -0.10 -0.13
C 1.0462 3.4883 -3.2798 -0.05 0.02 -0.03
H -1.5092 -5.7895 -5.5291 -0.01 -0.02 -0.07
C -2.6665 -1.5054 3.1684 -0.82 0.24 0.42
H 2.8917 3.0332 -4.2737 0.08 -0.02 0.03
C 2.6955 -2.8389 0.4611 0.70 0.24 0.76
C 2.1823 2.7322 -3.5148 -0.17 0.08 -0.12
C 3.6862 -2.6629 -5.0196 0.02 -0.05 -0.03
C 2.4090 1.5819 -2.7803 0.69 -0.76 0.24
C -1.5100 2.3144 1.5780 0.52 -0.83 0.48
H 0.3574 -3.9994 1.2864 -0.09 0.00 0.06
C 1.6059 0.5756 6.1435 0.05 -0.02 -0.01
H -1.2394 4.9078 2.4937 -0.06 0.07 0.02
C -1.9342 -0.7049 -2.0199 1.05 -0.88 0.84
H 2.4543 -4.9524 0.4009 0.48 0.29 0.09
C -3.7617 -1.7180 2.3146 0.38 -0.02 0.22
C 3.8970 -2.4869 -2.6313 0.13 -0.06 0.22
H 1.3727 -0.5778 -3.7446 -0.06 -0.06 -0.08
H 4.0122 -3.0789 -5.9623 0.05 -0.01 -0.04
C -3.1420 -0.2510 -1.5305 -0.13 -0.08 -0.23
C -0.8322 -3.4307 -2.5391 0.10 0.13 0.42
H -0.5207 -0.6414 -3.6211 0.03 0.01 -0.06
C 2.2594 -0.4277 6.8180 -0.05 0.24 0.18
H 2.1978 -4.1749 -1.1530 0.04 -0.08 0.08
C 0.5322 -4.0630 0.2131 -0.49 0.75 -0.53
C 2.8052 -1.6349 -2.5698 0.06 0.27 0.38
H -3.7757 2.1148 -3.8540 -0.04 0.07 -0.06
C 0.1384 3.0920 -2.3152 0.06 -0.08 -0.28
C 2.0097 -4.0652 -0.0804 -0.54 0.37 -0.66
S -2.4531 3.6001 0.8969 -0.27 0.58 -0.10
Sb -0.5851 -2.1880 -0.7658 0.02 0.46 0.79
H 2.9174 4.6831 0.2626 0.08 -0.07 -0.01
H 1.2714 1.4356 6.7018 0.00 0.05 0.06
H -1.3806 -2.8472 2.1377 0.10 0.26 0.25
C -1.5441 5.0942 1.4671 -0.22 -0.53 -0.08
H 0.0274 -4.9289 -0.2125 -0.03 -0.03 0.04
C 1.7148 -0.6826 4.0675 0.00 0.07 0.28
H -2.2806 5.8956 1.4313 0.01 0.00 0.04
C -0.5355 6.1678 -0.5546 0.02 -0.03 0.07
H 0.4056 7.0289 -2.2674 -0.01 0.10 -0.08
H -1.6696 1.2037 -4.7786 -0.01 0.08 -0.15
S -1.8942 0.7460 0.9666 -0.41 0.28 -0.10
C -2.0891 0.7981 -3.8694 0.15 0.03 -0.19
N -0.6175 2.5449 2.4728 -0.34 1.42 -0.09
H 0.9804 4.1699 1.6980 0.02 0.03 0.09
H -0.3883 1.6028 -0.8828 -0.09 -0.03 0.15
H 2.4285 -0.3357 7.8796 0.04 -0.01 0.09
H 2.1062 -1.4946 -5.8837 -0.02 0.01 -0.04
H -4.7396 1.1396 -1.7988 -0.12 0.05 -0.03
C -1.3210 -5.1249 -4.6979 0.00 -0.05 -0.12
C 4.3303 -3.0041 -3.8428 0.10 -0.17 -0.04
C 2.6886 -1.5532 6.1228 -0.01 0.00 -0.16
C -2.1309 -3.7544 -2.9054 -0.15 0.08 0.09
H 2.6313 6.1058 -1.7334 0.05 0.01 -0.06
H -3.5622 -0.6734 -0.6273 -0.02 0.07 0.07
C -3.8109 0.7603 -2.2011 -0.20 -0.04 0.16
C 0.8674 4.8218 0.8449 0.04 0.04 0.09
H 2.4289 -2.6560 1.4981 -0.10 0.45 0.00
C -3.2672 1.3052 -3.3507 -0.12 0.13 -0.14
H 1.2338 3.1363 5.5058 0.02 -0.05 0.06
H 0.8727 4.3912 -3.8460 0.00 0.10 -0.02
C -1.4242 -0.2191 -3.2044 -0.21 0.11 -0.15
O 1.4497 -0.9411 2.8179 1.05 -0.78 0.40
H -0.7406 3.6882 -2.1137 -0.07 -0.08 0.08
C 0.5398 6.4187 -1.3867 0.02 0.10 -0.11
H 5.1687 -3.6871 -3.8648 0.06 0.01 0.01
Sb 1.9788 -0.8986 -0.6930 -1.55 -1.06 -2.13
H 3.7778 -2.8859 0.3600 0.00 0.38 -0.13
C 1.9471 5.0936 0.0243 0.07 0.01 -0.03
```
Positions in Å, forces in eV/Å.

Properties
HOMO level (alpha / beta)	-6.15 / -6.16	eV
E	-3965.013699	hartree

2.
Here is C50H47AsN3O4PbSSi as an isolated structure from the Open Molecules 2025 dataset. Energies are from wB97M-V/def2-TZVPD.

The geometry in XYZ format:
```
108
Properties=species:S:1:pos:R:3:forces:R:3
C -4.6164 4.4723 -1.5627 -0.04 -0.06 0.03
N 2.7521 2.2679 -1.2802 -0.23 0.14 -0.01
H -1.9283 -0.3502 2.8291 0.10 -0.09 0.08
C -6.2549 2.9117 -0.7423 0.13 0.03 0.00
H 3.4401 4.2560 -1.5426 0.05 -0.01 0.04
H 6.7931 -4.4788 -3.6588 -0.04 0.01 0.02
H -3.6980 -0.2799 -1.0601 0.02 -0.01 0.01
H 2.6867 -1.2809 -4.4450 -0.06 -0.02 -0.02
H 4.7003 -5.2438 -4.7415 -0.01 0.02 0.02
C -3.9309 2.6558 -0.1451 -0.09 -0.15 -0.13
S 1.2013 -1.2981 4.0890 0.05 0.06 0.23
H 6.6905 -2.8367 -1.8049 -0.03 0.00 0.00
C 0.9789 -0.6816 -5.5968 -0.03 -0.02 0.13
H 0.4388 3.1610 2.7382 -0.01 -0.08 0.02
C 0.3488 2.1755 5.9632 0.00 -0.04 0.00
C 0.6195 -4.2111 0.0576 -0.04 -0.03 -0.08
Si 1.7084 -2.3726 -1.8217 0.13 -0.16 -0.11
C -5.2537 2.2206 -0.0707 0.06 0.08 -0.07
C -3.6117 3.7774 -0.8977 0.00 0.00 0.01
C 5.9628 1.0726 1.3905 -0.09 -0.08 0.02
C 0.8510 0.3799 4.4449 0.00 0.26 -0.29
C -3.5147 2.1246 2.6526 0.07 0.10 0.05
C 0.2957 3.0552 4.8826 0.01 -0.01 0.03
H -2.2280 -2.8062 2.9440 -0.02 0.03 -0.05
C -2.5707 -2.2595 2.0726 0.00 -0.04 -0.14
C -0.0743 -4.6597 -2.1891 0.01 -0.02 0.08
O -1.1288 2.5025 1.2042 -0.12 -0.13 -0.31
H -3.7009 4.8045 4.7501 0.01 -0.03 -0.02
C 5.7771 -3.1679 -2.2870 -0.15 -0.03 -0.08
C -0.8044 -5.7583 -1.7448 0.08 0.07 0.10
C 3.3484 -3.0850 -2.4657 0.19 -0.06 -0.02
C -3.2851 3.3992 3.1803 0.00 -0.14 0.06
C 4.5438 -2.6720 -1.8639 -0.01 -0.03 -0.01
C 3.6370 1.5062 0.9112 -0.11 0.11 -0.14
C -3.1904 -2.9181 1.0163 0.02 0.01 0.00
H 3.9713 -1.4227 2.5427 0.05 0.16 -0.04
H 1.8092 0.3560 -1.3367 0.16 0.11 -0.03
C -4.3931 1.2810 3.3295 0.00 0.09 -0.04
H 2.9064 3.4348 -3.0332 -0.02 -0.05 0.01
H 1.1791 -3.6096 0.7730 -0.08 -0.07 -0.09
C -3.6036 -2.2065 -0.1065 0.06 0.00 0.09
H -0.1280 -5.5441 1.5703 0.00 0.01 -0.04
C -3.3980 -0.8344 -0.1776 0.03 0.04 -0.03
H -4.3662 5.3445 -2.1545 0.01 0.00 0.03
H -2.5939 4.0556 2.6664 0.04 0.02 -0.01
H -4.0750 -2.7248 -0.9330 0.01 0.01 0.01
As -2.5815 1.7569 0.9220 -0.32 0.19 0.77
C -0.4068 -0.5962 -5.6453 0.00 -0.04 0.10
C 5.8360 -4.0920 -3.3249 -0.11 0.06 0.05
C 0.5160 2.5405 3.6232 0.05 -0.35 -0.03
H 1.5974 2.1127 0.4928 -0.10 0.15 -0.06
H -2.5784 4.0851 -0.9721 0.03 0.01 -0.01
C 2.7049 3.5818 -1.9746 -0.08 -0.18 0.09
O -0.7145 0.4127 -1.1301 -0.06 -0.80 -0.13
H -2.2422 -0.9240 -4.5768 0.02 -0.01 0.00
H -4.5999 0.2867 2.9515 0.02 -0.02 -0.03
H -5.6932 1.0211 5.0192 0.03 0.00 0.00
N 0.7895 1.2444 3.4073 -0.02 0.06 0.44
H 3.6639 1.8421 -1.4268 0.16 0.02 -0.01
C 0.6576 -3.8633 -1.3009 -0.12 -0.04 0.27
O 2.0016 -1.3592 -0.6398 -0.04 -0.35 0.26
H -5.5024 1.3432 0.5166 -0.02 0.04 0.02
C -2.7863 -0.1739 0.8782 -0.08 0.05 0.06
C 4.6591 -4.5201 -3.9345 -0.04 0.10 0.09
C -0.8236 -6.0846 -0.3918 0.00 0.09 -0.09
H -0.0848 -4.4117 -3.2479 -0.01 -0.01 0.08
H 1.7041 3.9896 -1.8523 -0.03 -0.03 0.02
Pb 0.9912 -0.4319 1.4587 -0.03 0.00 -0.55
H 7.0058 1.3674 1.3523 -0.05 -0.02 0.00
C 2.6178 2.3942 0.2381 0.16 -0.21 -0.10
C -0.5326 -1.5357 -3.4295 0.12 0.04 0.03
C -2.3742 -0.8875 2.0001 -0.16 0.22 -0.02
C 1.7273 1.3180 -1.8489 0.18 0.30 -0.02
H 2.5213 -4.3638 -3.9947 0.11 0.04 0.06
H -6.7190 4.5963 -1.9940 0.06 -0.05 0.01
C 3.4331 -4.0195 -3.5070 0.06 0.04 0.07
H 1.9233 1.1878 -2.9148 0.05 0.07 0.05
H -1.3642 -6.3588 -2.4516 -0.01 -0.01 -0.02
C -0.1127 -5.3054 0.5120 0.09 0.11 -0.08
H -1.3973 -6.9374 -0.0456 0.02 0.02 -0.01
H 6.3385 -0.7678 2.4381 -0.04 0.02 -0.03
H 0.1655 2.5411 6.9670 0.01 -0.03 0.01
C 1.6017 -1.2080 -4.4669 -0.11 -0.04 0.05
H 2.7648 3.4422 0.4913 0.01 0.08 -0.06
C -5.9360 4.0458 -1.4824 0.02 -0.05 0.04
H 0.6652 0.1319 6.5723 -0.01 0.08 -0.07
H -0.8987 -0.2044 -6.5294 0.02 0.02 0.06
C -5.0147 1.6936 4.5072 0.08 0.07 -0.07
H 4.4909 -1.9554 -1.0427 0.00 -0.12 -0.14
H -3.3493 -3.9911 1.0646 0.05 0.09 -0.03
C -3.8999 3.8147 4.3543 -0.02 -0.11 -0.06
C 4.2403 -0.4843 2.0578 0.07 -0.01 0.04
H 1.5731 -0.3360 -6.4353 0.00 -0.04 0.00
H 0.0678 4.1050 5.0144 0.01 -0.04 0.00
H -7.2822 2.5742 -0.6803 0.01 -0.01 0.00
C 0.6240 0.8418 5.7536 -0.02 -0.06 0.07
C 5.5821 -0.1228 2.0010 -0.07 0.07 -0.05
C -1.1623 -1.0160 -4.5539 0.13 -0.01 -0.01
H 0.7305 1.7320 -1.7071 0.46 0.21 -0.13
H -5.2389 3.2701 5.9490 -0.01 0.01 -0.02
C -4.7661 2.9579 5.0253 0.04 -0.07 -0.10
O -1.1770 2.2819 -2.0033 -0.09 0.33 -0.53
H 5.2707 2.8284 0.3745 -0.05 -0.04 0.06
C 4.9835 1.8865 0.8441 0.03 -0.03 0.04
C 0.8642 -1.6544 -3.3630 -0.15 0.03 -0.14
N -1.4629 1.3808 -1.2103 -0.50 0.22 0.54
C 3.2289 0.3203 1.5176 0.01 -0.08 0.05
H -1.1317 -1.8361 -2.5715 0.06 0.03 -0.14
```
Positions in Å, forces in eV/Å.

Properties
HOMO level	-4.72	eV
E	-5515.066074	hartree
energy relative to the best compared isomer or geometry (same formula, charge and spin)	1.126	eV
total charge	-1